{"formula": "C30H32Cl2N4PtS2Si2", "method": "the ωB97M-V functional and the def2-TZVPD basis", "elements": ["H", "H", "H", "H", "Si", "Si", "H", "C", "H", "C", "C", "H", "C", "H", "Cl", "H", "H", "S", "H", "Pt", "N", "C", "H", "C", "H", "H", "C", "H", "H", "H", "H", "C", "H", "H", "H", "H", "H", "C", "C", "C", "C", "C", "H", "C", "C", "H", "H", "C", "C", "C", "S", "C", "C", "N", "C", "C", "C", "C", "H", "C", "C", "H", "Cl", "C", "C", "H", "H", "C", "H", "H", "N", "C", "N"], "coordinates": [[3.011229, 2.939257, 2.484773], [0.601233, 4.998189, -6.122340], [-2.869209, -1.752152, -3.259223], [4.679118, -0.164118, -2.207394], [-1.028002, -1.322869, 1.907616], [-1.068290, -1.800602, -1.527320], [-0.015027, 3.070060, 0.440245], [2.177329, 2.324138, 2.821924], [0.939930, -2.065571, -3.056042], [0.315888, -1.919640, 3.161032], [-1.075515, 2.919881, 0.364270], [-0.105042, -3.469312, -3.110332], [4.086402, -0.697078, -1.481101], [-1.707982, -0.487141, -3.586043], [0.792104, 3.374319, 3.175382], [1.245131, -1.361404, 3.083616], [1.936269, -2.581343, 1.030325], [-2.139970, 4.263357, 0.442024], [4.358137, -3.148421, 0.818301], [-0.152661, -0.176399, -0.009130], [2.600373, 1.237037, -3.078633], [2.012100, 0.606159, -2.011201], [-3.279457, -5.748107, 2.054001], [-3.884648, 0.784326, 0.007671], [3.542527, 0.946050, -3.304077], [-6.766280, 2.557975, 0.095988], [-5.704120, 2.375148, 0.106871], [-2.276338, -3.710913, 2.971975], [-3.159123, 0.026721, 2.278324], [-3.513466, -0.227040, -0.080196], [-0.773851, 4.053607, -4.303644], [4.682770, -1.666484, -0.717350], [3.829140, 2.397535, -5.088383], [-3.397676, -6.082509, -0.396649], [-5.945426, 0.263024, -0.104426], [-2.939517, -0.253799, -2.356065], [2.879779, 4.141922, -6.528325], [3.916734, -2.373516, 0.217375], [-2.471744, -4.207851, -0.846177], [-5.233738, 1.065276, -0.009090], [-3.472146, 3.158585, 0.264002], [-2.984140, 1.840062, 0.155595], [2.428312, 1.756864, 3.720858], [2.291225, 3.732078, -5.724250], [2.712906, -0.392197, -1.289262], [-2.657124, -0.811738, 3.730753], [0.544416, -2.970838, 3.019356], [2.579995, -2.046118, 0.345168], [0.334669, -2.730396, -2.447262], [0.741671, 2.666056, -3.687114], [-0.267597, 1.892805, -2.501495], [0.992562, 4.213973, -5.498509], [-2.329879, -3.847763, 1.903119], [-1.618074, 1.753650, 0.221105], [-2.967664, -5.178217, 0.007204], [2.825312, 2.753647, -4.921489], [-2.899746, -4.997390, 1.377573], [-1.889191, -3.051607, -0.335088], [-5.190645, 4.445593, 0.332832], [-1.831009, -2.882981, 1.042116], [-2.296631, -0.248945, 2.875109], [5.729950, -1.890024, -0.839376], [1.792472, 1.179494, 1.525043], [0.222799, 3.683991, -4.488029], [-4.830737, 3.434619, 0.240311], [0.995061, -3.254652, -1.763353], [-0.041338, -1.798802, 4.179543], [2.066970, 2.202433, -3.878631], [-2.521551, -4.354006, -1.914808], [-1.844193, 0.662970, 3.252972], [0.728636, 0.915334, -1.650029], [-2.261656, -0.980209, -2.793072], [2.003702, -1.088477, -0.358686]], "forces_ev_per_angstrom": [[-0.2, -0.1, 0.0], [-0.1, 0.1, -0.1], [0.0, -0.3, 0.1], [0.0, 0.1, 0.0], [-0.6, -1.0, 0.2], [-0.9, -1.1, -0.5], [0.2, 0.0, 0.0], [-0.1, 0.5, 0.6], [0.1, 0.1, -0.2], [-0.4, 0.4, -0.8], [0.3, 0.6, 0.1], [-0.3, -0.1, -0.1], [-1.5, 0.7, -0.1], [0.1, 0.1, -0.1], [0.3, -0.2, 0.0], [0.1, 0.1, 0.0], [0.0, 0.0, 0.1], [0.2, -0.7, -0.1], [0.0, -0.2, 0.1], [0.9, 1.3, 0.3], [1.2, -2.6, 2.1], [-4.2, 3.2, -1.5], [-0.1, -0.1, 0.0], [0.1, 0.1, 0.0], [-0.2, 0.1, 0.0], [-0.1, 0.0, 0.0], [0.1, 0.1, 0.0], [0.0, 0.0, 0.2], [-0.1, 0.0, -0.1], [0.0, -0.1, 0.0], [-0.2, 0.0, 0.0], [-0.3, -0.8, 0.8], [0.2, -0.1, 0.0], [-0.1, 0.0, 0.0], [-0.1, -0.2, 0.0], [0.0, 0.1, 0.1], [0.1, 0.1, -0.1], [0.4, 0.6, -0.7], [0.1, 0.0, -0.1], [0.1, -0.1, 0.0], [0.4, -0.4, 0.0], [-1.3, 0.2, -0.1], [-0.1, 0.1, -0.3], [-0.9, 0.7, -0.1], [1.6, -2.0, 1.5], [0.0, -0.2, 0.2], [0.0, -0.2, -0.1], [-0.1, -0.5, 0.5], [-0.3, 0.8, 0.6], [1.7, -0.1, -0.8], [-1.8, 1.0, -0.6], [1.0, -0.2, -0.4], [-0.2, -0.3, -0.4], [1.1, -2.0, 0.1], [-0.1, -0.1, -0.1], [-0.4, -0.6, 1.0], [0.0, 0.0, 0.4], [0.4, 0.8, -0.6], [-0.1, 0.1, 0.0], [0.8, 1.6, 1.2], [0.6, -0.4, -0.7], [0.1, 0.0, 0.0], [0.4, 0.0, 0.0], [0.2, -0.6, 0.7], [-0.2, -0.1, 0.0], [0.0, -0.1, 0.1], [-0.2, 0.1, 0.1], [-1.9, 2.4, -1.7], [-0.1, -0.1, -0.2], [0.2, 0.2, 0.1], [4.8, -1.8, -0.6], [0.8, -0.1, 0.7], [-1.7, 1.0, -0.5]], "e_tot_ev": -103295.11197, "de_lowest_ev": 1.771, "homo_ev": -12.56, "total_charge": 2}